No. 1
170
Properties=species:S:1:pos:R:3:forces:R:3:lowdin_charge:R:1 method="wB97M-V/def2-TZVPD" e_tot_ha=-5926.1255 orbital_gap_ev=8.3 mol_weight_g_mol=1480.2
H 0.315 -2.449 1.806 -0.11 0.35 -0.17 0.05
N 0.046 -1.605 1.284 -0.14 0.84 0.03 0.11
C 0.015 -0.585 2.057 0.06 -0.50 0.92 -0.43
C 0.337 -0.830 3.601 -0.52 0.94 -1.65 -0.04
C -0.360 0.863 1.587 0.10 -1.43 0.02 -0.17
Si 0.815 1.544 0.200 0.38 -0.10 0.76 0.66
C 0.362 3.345 -0.230 -0.31 0.50 -0.69 -0.25
C -0.943 3.911 0.461 -0.12 -0.89 -0.03 -0.24
C -0.805 4.285 1.990 -0.13 0.93 -0.51 -0.21
C 0.635 4.717 2.464 -1.26 -0.13 2.06 -0.18
C 0.644 4.598 4.068 1.33 -0.80 -0.17 -0.19
C 2.049 4.041 4.578 -0.17 0.85 0.68 -0.21
C 3.166 5.156 4.662 0.94 -1.08 0.18 -0.15
C 4.124 5.173 3.390 -1.21 1.73 0.31 -0.17
O 5.500 4.881 3.741 -0.66 -1.06 -1.45 -0.04
C 6.030 3.857 2.955 0.77 -0.82 0.37 -0.49
C 6.014 3.886 1.390 -0.62 1.12 0.45 0.01
O 6.542 2.933 3.534 -0.10 0.50 -0.43 0.10
C 2.564 1.599 1.022 -0.11 -0.38 0.57 -0.23
C 3.235 0.174 1.205 1.26 0.09 0.31 -0.20
C 4.676 0.080 0.534 -0.40 0.32 0.62 -0.21
O 4.640 0.163 -0.894 -0.17 -0.77 0.64 -0.21
C 4.259 -1.079 -1.491 -0.70 -0.24 -0.89 -0.10
C 0.686 0.315 -1.241 0.48 -0.14 -1.00 -0.19
C 1.389 0.758 -2.560 0.34 0.09 -2.18 -0.25
C 2.522 1.660 -2.670 -0.62 -0.62 -1.77 -0.05
C 3.125 1.964 -3.982 -1.66 -1.37 0.28 -0.05
C 2.594 1.362 -5.201 -0.58 -0.30 1.30 -0.08
C 1.448 0.457 -5.126 0.60 0.71 2.44 -0.09
C 0.874 0.174 -3.817 1.26 0.87 -0.16 -0.05
H 0.131 0.142 4.117 0.38 -1.06 0.08 0.07
H 1.412 -1.128 3.641 -0.94 0.22 0.31 0.07
H -0.353 -1.646 3.946 0.85 0.81 -0.06 0.09
H -1.376 0.775 1.106 0.79 0.35 0.67 0.09
H -0.351 1.501 2.503 -0.29 -0.27 -0.92 0.06
H 0.178 3.395 -1.345 0.24 -0.14 1.03 0.09
H 1.273 3.990 -0.061 -0.99 -0.51 -0.11 0.08
H -1.715 3.088 0.404 0.63 0.93 -0.09 0.09
H -1.353 4.747 -0.168 0.48 -0.54 0.81 0.11
H -1.230 3.493 2.669 0.64 0.57 -0.87 0.09
H -1.472 5.183 2.158 0.60 -0.92 -0.03 0.11
H 1.463 4.056 2.119 -0.76 0.71 -0.19 0.07
H 0.775 5.803 2.247 0.34 -1.02 -0.35 0.12
H 0.464 5.586 4.561 0.00 -0.84 -0.38 0.11
H -0.114 3.858 4.437 0.38 0.78 -0.51 0.10
H 2.437 3.205 3.941 -0.51 0.61 0.41 0.09
H 1.931 3.617 5.617 -0.05 0.41 -0.99 0.10
H 3.832 4.894 5.533 -0.56 0.35 -0.84 0.12
H 2.744 6.167 4.889 0.26 -0.84 -0.41 0.11
H 3.707 4.476 2.614 0.63 0.65 0.62 0.11
H 4.114 6.236 3.017 0.00 -1.13 -0.10 0.13
H 5.899 4.942 1.029 0.03 -0.96 0.25 0.09
H 6.958 3.462 0.962 -0.98 0.17 0.68 0.10
H 5.111 3.308 1.061 0.96 0.42 0.13 0.06
H 2.369 1.990 2.067 0.15 -0.21 -1.04 0.05
H 3.246 2.355 0.545 -0.53 -0.82 0.22 0.06
H 3.430 0.014 2.308 -0.23 0.06 -1.04 0.11
H 2.594 -0.684 0.883 0.45 0.79 0.10 0.07
H 5.283 0.958 0.892 -0.53 -0.80 -0.37 0.11
H 5.215 -0.854 0.860 -0.55 0.69 -0.25 0.13
H 3.655 -1.743 -0.792 0.93 0.79 -0.74 0.08
H 3.593 -0.834 -2.367 0.61 -0.23 0.84 0.08
H 5.154 -1.615 -1.925 -0.72 0.38 0.75 0.09
H 1.100 -0.697 -0.962 -0.46 1.01 -0.01 0.08
H -0.403 0.149 -1.471 0.99 0.17 0.29 0.07
H 2.969 2.120 -1.764 -0.39 -0.40 -0.78 0.09
H 3.998 2.659 -4.024 -0.94 -0.80 0.01 0.09
H 3.075 1.574 -6.190 -0.62 -0.22 1.29 0.06
H 0.989 -0.053 -6.006 0.65 0.67 0.69 0.09
H 0.016 -0.543 -3.751 0.82 0.80 -0.02 0.10
O 3.717 5.270 -3.386 0.02 0.05 -0.31 0.17
C 3.790 5.408 -4.563 -0.10 -0.36 0.79 -0.54
O 4.528 4.612 -5.384 -0.26 0.57 0.16 0.06
C 4.247 5.020 -6.720 0.40 -0.31 -0.48 -0.07
C 3.779 6.432 -6.529 -0.57 0.05 -0.15 -0.31
F 2.856 6.774 -7.462 0.02 0.18 -0.04 0.08
O 3.150 6.392 -5.263 0.64 -0.18 -0.02 0.14
H 3.474 4.375 -7.143 -0.10 0.20 0.04 0.14
H 5.135 4.956 -7.345 -0.06 0.00 0.32 0.12
H 4.580 7.176 -6.517 -0.14 0.09 -0.10 0.17
O 2.805 -3.485 0.677 -0.04 -0.47 -0.29 0.16
C 2.812 -4.360 -0.129 0.00 0.70 0.97 -0.54
O 3.714 -5.379 -0.143 -0.39 0.29 -0.26 0.08
C 3.305 -6.278 -1.170 0.54 -0.58 0.00 -0.06
C 2.488 -5.389 -2.062 -0.46 -0.09 -0.07 -0.31
F 1.484 -6.080 -2.661 0.02 0.08 -0.07 0.06
O 1.923 -4.462 -1.159 0.66 -0.09 -0.04 0.14
H 2.715 -7.087 -0.732 -0.16 0.11 -0.14 0.15
H 4.165 -6.708 -1.682 0.08 0.15 0.16 0.14
H 3.069 -4.856 -2.819 -0.16 -0.06 -0.10 0.18
O 0.344 -2.790 6.734 0.08 0.20 0.14 0.17
C 1.200 -1.997 6.967 -0.49 -0.34 -0.41 -0.54
O 2.059 -1.506 6.037 -0.18 -0.20 0.72 0.05
C 2.830 -0.492 6.682 0.54 0.28 -0.60 -0.05
C 2.728 -0.885 8.126 -0.10 0.52 0.43 -0.32
F 2.757 0.202 8.933 0.04 -0.08 0.12 0.08
O 1.443 -1.474 8.203 0.29 -0.34 -0.48 0.14
H 2.385 0.486 6.479 -0.04 -0.02 0.23 0.14
H 3.857 -0.491 6.320 -0.12 -0.17 -0.12 0.15
H 3.482 -1.605 8.451 -0.03 0.10 0.13 0.18
O 4.635 2.071 -7.538 0.45 0.25 -0.52 0.17
C 5.495 2.254 -8.338 -0.75 -0.42 0.45 -0.51
O 5.983 1.293 -9.165 0.00 0.52 0.28 0.09
C 6.895 1.932 -10.055 0.27 -0.59 -0.46 -0.06
C 7.292 3.153 -9.279 0.03 0.57 -0.34 -0.31
F 7.559 4.192 -10.106 0.09 0.09 0.10 0.08
O 6.123 3.454 -8.536 0.34 -0.86 -0.06 0.10
H 6.382 2.177 -10.988 0.05 0.22 0.09 0.15
H 7.742 1.286 -10.278 -0.14 -0.11 0.16 0.14
H 8.131 3.001 -8.596 0.01 0.15 -0.06 0.18
O -2.603 -4.437 11.831 -0.04 0.02 -0.32 0.17
C -2.517 -4.322 10.650 -0.05 -0.31 0.62 -0.53
O -1.782 -5.144 9.854 -0.34 0.48 0.24 0.08
C -2.046 -4.761 8.505 0.49 -0.52 -0.50 -0.06
C -2.496 -3.341 8.664 -0.45 0.28 -0.41 -0.32
F -3.408 -3.008 7.718 0.00 0.15 0.01 0.08
O -3.137 -3.346 9.927 0.62 -0.31 0.14 0.14
H -2.825 -5.405 8.091 -0.12 0.22 0.03 0.15
H -1.153 -4.849 7.888 0.06 0.01 0.23 0.13
H -1.685 -2.610 8.667 -0.10 0.03 -0.13 0.17
O -2.724 1.044 -1.327 -0.15 -0.22 0.00 0.16
C -3.361 0.100 -1.670 0.53 0.41 0.28 -0.53
O -2.859 -0.936 -2.396 -0.36 0.40 0.23 0.07
C -3.889 -1.919 -2.484 0.33 -0.64 -0.40 -0.05
C -5.125 -1.099 -2.271 -0.46 -0.25 0.27 -0.32
F -6.087 -1.819 -1.645 -0.14 0.08 -0.03 0.08
O -4.684 -0.076 -1.394 0.47 0.00 -0.52 0.14
H -3.743 -2.670 -1.704 -0.18 0.12 0.08 0.15
H -3.880 -2.414 -3.455 0.13 0.20 -0.02 0.14
H -5.531 -0.653 -3.180 -0.07 -0.13 0.20 0.14
O -6.311 -1.617 -5.504 -0.06 0.32 0.10 0.17
C -6.988 -0.639 -5.476 0.47 -0.55 -0.05 -0.54
O -7.342 0.009 -4.330 -0.06 -0.13 -0.64 0.05
C -8.032 1.195 -4.725 -0.20 0.44 0.72 -0.04
C -8.520 0.835 -6.096 -0.11 0.46 -0.45 -0.32
F -8.571 1.925 -6.898 -0.07 -0.06 -0.12 0.08
O -7.510 -0.035 -6.578 -0.15 -0.28 0.67 0.15
H -7.334 2.036 -4.734 -0.04 -0.03 -0.23 0.15
H -8.846 1.424 -4.039 0.10 -0.22 0.06 0.15
H -9.483 0.321 -6.110 0.01 0.13 -0.12 0.15
O -1.691 -2.343 17.604 -0.18 -0.13 -0.24 0.17
C -2.358 -2.588 16.653 0.68 0.13 0.52 -0.54
O -2.025 -2.254 15.377 -0.37 -0.11 0.48 0.07
C -3.009 -2.840 14.524 0.21 0.14 -0.70 -0.07
C -4.177 -2.999 15.452 -0.19 -0.56 0.00 -0.32
F -4.921 -4.084 15.123 -0.17 0.05 0.07 0.08
O -3.561 -3.235 16.703 0.17 0.58 -0.30 0.13
H -2.640 -3.793 14.146 -0.22 -0.03 0.08 0.13
H -3.232 -2.190 13.679 0.18 0.06 0.11 0.14
H -4.822 -2.119 15.521 -0.12 -0.14 0.01 0.17
O -12.118 1.014 -6.569 0.07 -0.30 -0.14 0.18
C -12.110 0.139 -7.372 -0.14 0.56 0.64 -0.54
O -11.205 -0.879 -7.382 -0.35 0.30 -0.22 0.05
C -11.611 -1.783 -8.408 0.58 -0.63 -0.02 -0.05
C -12.428 -0.899 -9.304 -0.60 -0.20 -0.18 -0.32
F -13.427 -1.594 -9.898 0.00 0.08 -0.12 0.08
O -12.996 0.031 -8.402 0.73 -0.06 0.08 0.14
H -12.198 -2.592 -7.967 -0.17 0.12 -0.14 0.15
H -10.749 -2.212 -8.917 0.08 0.16 0.17 0.14
H -11.849 -0.367 -10.062 -0.14 -0.05 -0.07 0.18
O -2.808 -9.211 -4.997 0.30 0.17 0.02 0.18
C -1.862 -8.500 -5.086 -0.80 -0.40 0.25 -0.54
O -1.903 -7.148 -4.933 0.23 -0.50 -0.21 0.08
C -0.555 -6.686 -4.979 -0.07 0.82 0.16 -0.07
C 0.133 -7.782 -5.739 0.43 -0.27 0.29 -0.32
F 1.419 -7.929 -5.333 0.10 -0.05 -0.13 0.07
O -0.596 -8.934 -5.363 -0.32 0.53 -0.28 0.14
H -0.174 -6.576 -3.962 0.08 -0.20 -0.20 0.12
H -0.487 -5.723 -5.484 -0.22 -0.06 -0.01 0.14
H 0.101 -7.667 -6.825 0.18 -0.06 0.03 0.17

No. 2
14
Properties=species:S:1:pos:R:3:forces:R:3:lowdin_charge:R:1 method="wB97M-V/def2-TZVPD" de_lowest_ev=9.517 e_tot_ha=-469.8900 orbital_gap_ev=6.9 mol_weight_g_mol=127.1
C 0.091 -0.666 0.071 -0.48 -4.05 1.08 -0.30
C 0.414 0.414 -0.905 -0.75 -1.34 3.29 -0.17
C 0.134 2.313 0.848 -0.56 -9.55 0.70 0.04
C 0.077 -0.003 -2.241 -5.09 0.26 -6.05 -0.21
H -0.384 -1.678 1.978 0.23 -2.86 0.32 0.01
H 0.268 0.424 1.972 -2.96 -2.12 -0.88 0.19
H -0.997 -2.261 -0.116 2.87 -0.27 -2.57 0.15
H 0.363 -2.057 -1.585 -2.05 -0.11 2.49 0.11
H 0.537 3.209 0.865 0.98 4.96 0.60 0.09
N -0.241 -0.887 1.458 3.22 8.95 -4.18 0.02
N -0.007 -1.992 -0.560 -1.12 1.88 0.60 0.01
N -0.560 -0.286 -3.295 5.17 1.84 7.19 0.11
O 0.577 1.861 -0.475 -2.44 -1.48 3.71 -0.01
O -0.272 1.607 1.985 2.99 3.87 -6.30 -0.05

No. 3
88
Properties=species:S:1:pos:R:3:forces:R:3:lowdin_charge:R:1 method="wB97M-V/def2-TZVPD" de_lowest_ev=0.000 e_tot_ha=-2999.7619 orbital_gap_ev=8.0 mol_weight_g_mol=723.8
C -0.797 4.100 -4.219 -0.40 -0.42 0.21 -0.06
C -1.602 2.768 -4.246 0.09 1.35 -0.16 -0.21
O -0.992 1.771 -5.085 0.58 -0.07 0.55 -0.06
C 0.240 1.365 -4.619 0.65 -0.94 0.10 -0.46
O 1.282 1.892 -4.918 -0.90 0.20 -0.06 0.13
C 0.244 0.139 -3.697 -0.20 0.47 -0.19 -0.07
C 0.176 0.625 -2.198 0.02 -0.90 -0.77 -0.16
C 1.418 0.070 -1.470 -0.20 -0.42 0.99 -0.15
C 1.699 0.749 -0.105 -1.34 0.04 0.94 -0.13
C 0.672 0.755 0.866 0.54 -0.36 -1.73 0.04
C 0.836 1.329 2.153 1.05 -0.33 -2.09 -0.38
N -0.058 1.378 3.129 0.77 0.64 0.80 -0.20
S 0.743 2.136 4.339 -0.08 -0.44 -0.61 1.04
N 2.172 2.369 3.650 0.02 0.27 0.09 -0.25
C 2.136 1.905 2.396 -1.36 -0.03 1.40 -0.34
C 3.184 1.947 1.442 0.55 -0.38 -0.51 -0.22
P 4.720 2.740 2.032 -0.22 0.91 1.09 0.73
O 4.519 4.124 2.522 -0.08 0.09 -0.26 -0.44
C 2.965 1.383 0.201 0.42 -0.28 0.08 -0.17
C 4.054 1.417 -0.868 -1.06 0.85 -0.30 -0.12
C 3.496 2.118 -2.122 0.42 -0.42 -0.26 -0.25
N 4.165 2.143 -3.196 -0.40 0.12 0.23 0.11
H -1.522 4.921 -4.257 0.31 -0.05 -0.02 0.07
H -0.120 4.148 -5.077 -0.17 0.09 0.17 0.08
H -0.223 4.204 -3.290 0.03 -0.03 -0.29 0.07
H -1.745 2.423 -3.213 -0.12 -0.27 -0.38 0.11
H -2.572 2.989 -4.704 0.16 -0.46 0.12 0.12
H -0.558 -0.573 -3.933 0.01 0.42 0.04 0.11
H 1.186 -0.385 -3.894 -0.15 0.22 0.14 0.12
H 0.073 1.715 -2.135 0.28 -0.20 0.06 0.10
H -0.747 0.184 -1.796 0.30 0.32 0.25 0.11
H 1.221 -1.015 -1.281 0.23 1.04 -0.24 0.12
H 2.288 0.069 -2.137 -0.21 0.35 0.28 0.10
H -0.282 0.290 0.615 0.24 0.08 0.09 0.12
H 5.748 2.692 1.065 -0.30 -0.52 0.04 0.01
H 5.166 1.918 3.104 -0.05 -0.27 -0.55 0.02
H 4.893 2.038 -0.546 -0.08 -0.36 -0.06 0.07
H 4.424 0.418 -1.128 -0.07 0.21 0.01 0.13
H 2.490 2.571 -2.078 0.28 -0.11 0.33 0.12
H 3.603 2.624 -3.901 0.25 -0.08 -0.13 0.04
F 0.919 -2.040 0.359 -0.08 -0.43 0.29 0.03
C 0.598 -3.136 1.082 -0.11 -0.39 0.27 -0.26
C -0.319 -4.034 0.573 -0.11 0.09 -0.30 0.00
C -0.643 -5.159 1.315 0.34 0.01 0.15 -0.11
C -0.056 -5.365 2.557 0.00 -0.05 0.01 -0.09
C 0.861 -4.449 3.055 -0.12 -0.05 -0.11 -0.07
C 1.196 -3.327 2.311 0.19 0.23 0.09 -0.01
H -0.772 -3.851 -0.393 0.00 0.00 0.01 0.12
H -1.353 -5.874 0.925 0.05 0.02 -0.09 0.10
H -0.314 -6.242 3.138 0.02 0.01 -0.01 0.11
H 1.315 -4.607 4.025 0.02 0.02 -0.02 0.11
H 1.914 -2.605 2.678 -0.03 0.02 -0.02 0.12
F 3.656 0.602 6.518 -0.03 -0.05 -0.02 0.04
C 4.190 1.776 6.923 0.19 0.40 0.14 -0.28
C 5.047 1.786 8.006 0.07 -0.27 0.12 -0.03
C 5.597 2.991 8.418 -0.10 0.08 -0.13 -0.09
C 5.277 4.166 7.751 0.04 0.07 0.03 -0.10
C 4.409 4.137 6.666 0.11 -0.08 0.17 -0.07
C 3.864 2.933 6.244 -0.30 -0.01 -0.19 -0.03
H 5.277 0.860 8.518 -0.01 0.00 -0.03 0.11
H 6.276 3.014 9.261 -0.02 -0.03 0.00 0.10
H 5.705 5.106 8.076 -0.01 -0.02 -0.01 0.10
H 4.157 5.052 6.147 0.01 -0.05 -0.06 0.11
H 3.191 2.887 5.392 0.37 0.07 0.24 0.05
F -5.109 -1.556 -4.910 -0.01 -0.03 0.03 0.06
C -4.891 -0.565 -5.796 0.06 0.26 -0.23 -0.29
C -5.969 0.025 -6.426 -0.25 -0.07 0.05 -0.02
C -5.742 1.049 -7.334 0.18 -0.02 0.04 -0.08
C -4.444 1.460 -7.608 -0.02 0.05 -0.04 -0.09
C -3.371 0.852 -6.969 -0.17 0.04 -0.09 -0.09
C -3.595 -0.165 -6.052 0.18 -0.12 0.13 -0.02
H -6.972 -0.315 -6.204 0.03 -0.01 0.03 0.12
H -6.578 1.525 -7.829 -0.01 -0.03 0.01 0.10
H -4.269 2.257 -8.320 0.00 -0.02 0.01 0.10
H -2.360 1.169 -7.184 0.00 -0.01 0.07 0.10
H -2.772 -0.644 -5.538 -0.02 0.00 0.00 0.11
F -3.461 -5.125 -0.113 0.01 0.00 -0.06 0.05
C -4.335 -5.069 0.914 -0.28 0.03 0.35 -0.28
C -3.861 -5.130 2.211 0.22 -0.04 0.06 -0.01
C -4.765 -5.068 3.262 -0.16 0.00 -0.15 -0.08
C -6.125 -4.956 3.005 -0.05 0.01 0.09 -0.10
C -6.583 -4.901 1.695 0.14 -0.01 0.10 -0.08
C -5.683 -4.953 0.641 -0.08 0.01 -0.27 -0.02
H -2.799 -5.225 2.393 -0.16 0.08 0.03 0.08
H -4.408 -5.107 4.283 0.03 -0.01 -0.02 0.11
H -6.828 -4.912 3.827 0.01 0.00 -0.02 0.10
H -7.643 -4.819 1.495 0.02 0.01 -0.03 0.10
H -6.020 -4.903 -0.386 0.04 -0.01 0.00 0.12